# 1
{"formula": "C40H71MnO7SSeSi", "method": "ωB97M-V/def2-TZVPD", "symbols": ["Mn", "C", "C", "C", "C", "C", "C", "C", "Se", "C", "C", "C", "C", "C", "C", "O", "C", "C", "C", "C", "C", "C", "C", "C", "C", "O", "C", "C", "C", "C", "C", "C", "H", "H", "H", "H", "H", "H", "H", "H", "H", "H", "H", "H", "H", "H", "H", "H", "H", "H", "H", "H", "H", "H", "H", "H", "H", "H", "H", "H", "H", "H", "H", "H", "H", "H", "H", "H", "H", "H", "H", "H", "O", "H", "H", "O", "H", "H", "C", "C", "C", "C", "O", "Si", "S", "O", "C", "C", "C", "C", "O", "C", "C", "C", "C", "H", "H", "H", "H", "H", "H", "H", "H", "H", "H", "H", "H", "H", "H", "H", "H", "H", "H", "H", "H", "H", "H", "H", "H", "H", "H", "H"], "positions_angstrom": [[-18.7372, -12.6741, 3.8393], [-26.3997, -14.3685, 4.4551], [-25.6983, -12.9551, 4.8062], [-25.9173, -11.9613, 3.6683], [-26.3698, -12.3623, 6.0777], [-24.1667, -13.1316, 5.0042], [-23.3942, -13.2981, 3.8447], [-22.0277, -13.4257, 3.9443], [-21.0363, -13.5216, 2.2846], [-21.2135, -11.6612, 1.7528], [-22.0878, -11.4476, 0.6602], [-22.4700, -10.1326, 0.3272], [-21.9439, -9.1464, 1.2053], [-20.9987, -9.3137, 2.2436], [-20.5550, -10.6592, 2.4622], [-19.5963, -10.9803, 3.2761], [-20.6684, -8.2130, 3.1771], [-21.2964, -8.5796, 4.5597], [-19.1744, -7.9739, 3.3436], [-21.3853, -6.8304, 2.8171], [-23.1102, -9.7927, -0.9881], [-23.7805, -10.9941, -1.6230], [-24.2224, -8.6881, -0.9836], [-21.9643, -9.2095, -1.9283], [-21.3262, -13.4210, 5.1871], [-20.0115, -13.3927, 5.2138], [-22.1415, -13.2792, 6.3718], [-23.4933, -13.1342, 6.2669], [-21.5291, -13.3266, 7.8022], [-20.8441, -14.7142, 7.8130], [-20.4411, -12.2561, 7.8955], [-22.5342, -13.2613, 8.9723], [-27.4990, -14.2057, 4.2613], [-26.3041, -14.9978, 5.3453], [-25.8390, -14.8474, 3.6241], [-27.0316, -11.6849, 3.7151], [-25.7346, -12.3758, 2.6848], [-25.3510, -11.0297, 3.8034], [-27.4276, -12.2064, 5.9678], [-25.9881, -11.3304, 6.3518], [-26.2507, -12.8428, 7.0114], [-23.8996, -13.2030, 2.9315], [-22.5109, -12.3774, 0.1741], [-22.2800, -8.1597, 1.0230], [-21.0183, -9.5865, 4.8185], [-22.3948, -8.6103, 4.5480], [-20.9021, -7.8230, 5.2177], [-18.7123, -8.9417, 3.6611], [-19.0024, -7.2833, 4.1478], [-18.7111, -7.6471, 2.3899], [-22.4192, -7.0996, 2.6334], [-21.0212, -6.3902, 1.8895], [-21.2571, -6.2229, 3.7200], [-24.6646, -11.3327, -1.0678], [-23.1742, -11.8840, -1.6458], [-24.0352, -10.8936, -2.6824], [-25.0968, -9.0659, -0.4355], [-24.6020, -8.5805, -2.0045], [-23.8461, -7.6969, -0.6029], [-21.2065, -9.9391, -2.0755], [-21.5446, -8.3208, -1.4262], [-22.4108, -8.9835, -2.8840], [-24.0757, -13.0761, 7.1955], [-19.9986, -14.7771, 7.1204], [-21.4855, -15.5855, 7.5006], [-20.3825, -14.8456, 8.7535], [-19.4622, -12.6146, 7.4555], [-20.1642, -12.1072, 8.9317], [-20.7554, -11.3113, 7.4940], [-23.2306, -14.1124, 8.8901], [-23.0855, -12.3324, 8.9614], [-22.0551, -13.3441, 9.9763], [-17.6631, -14.7238, 3.0923], [-17.4942, -15.0428, 3.9771], [-16.8171, -14.4400, 2.7529], [-17.6161, -15.0776, 5.8162], [-17.0140, -14.2577, 5.8191], [-18.4496, -14.5919, 5.7071], [-14.8159, -8.4644, 4.6890], [-14.6498, -8.9411, 3.2534], [-13.2055, -9.1754, 2.8501], [-15.3104, -7.8952, 2.3476], [-15.2969, -10.1426, 2.8516], [-15.4044, -11.6456, 3.4264], [-16.5182, -11.9397, 5.1890], [-13.8727, -12.1885, 3.4658], [-12.9731, -13.1953, 3.8597], [-13.0782, -14.3042, 2.8242], [-11.5515, -12.6286, 3.9274], [-13.3958, -13.8717, 5.1533], [-16.1473, -12.4769, 2.1798], [-16.0284, -12.4095, 0.7696], [-15.9838, -13.8652, 0.1722], [-17.2176, -11.6373, 0.2422], [-14.7785, -11.6340, 0.2944], [-14.2385, -7.5378, 4.8409], [-14.4467, -9.1012, 5.4249], [-15.8585, -8.4144, 4.9584], [-12.6487, -8.2692, 3.0233], [-13.1252, -9.3664, 1.7807], [-12.7641, -10.0533, 3.3061], [-15.0625, -6.8404, 2.5610], [-16.4062, -7.9355, 2.4359], [-15.0664, -8.1690, 1.3367], [-12.7838, -13.9340, 1.7819], [-14.1369, -14.6345, 2.7900], [-12.4866, -15.1307, 3.1491], [-11.3178, -12.2353, 2.9522], [-10.8577, -13.4510, 4.1992], [-11.3585, -11.7867, 4.6365], [-14.2816, -14.3769, 4.9338], [-13.6706, -13.3225, 6.0660], [-12.7375, -14.7166, 5.4801], [-16.9735, -14.3756, 0.2908], [-15.2570, -14.4340, 0.7165], [-15.5363, -13.9007, -0.8502], [-18.1689, -12.1914, 0.5401], [-17.1749, -11.6538, -0.8529], [-17.2192, -10.5435, 0.6246], [-13.8040, -12.1309, 0.6439], [-14.8665, -10.5591, 0.6485], [-14.8113, -11.6949, -0.8236]], "e_above_lowest_kcal_mol": 20.9, "multiplicity": 6, "gap_ev": [7.1, 7.1], "total_charge": -1, "s2": 8.755, "homo_ha": [-0.1719, -0.1741], "e_tot_ha": -6333.87019}

# 2
{"formula": "C22H37N8O5S4Y", "method": "ωB97M-V/def2-TZVPD", "symbols": ["Y", "C", "C", "C", "C", "C", "C", "C", "S", "O", "O", "N", "C", "C", "O", "O", "H", "H", "H", "H", "H", "H", "H", "H", "H", "S", "C", "C", "N", "C", "S", "C", "N", "N", "H", "H", "H", "N", "N", "H", "H", "H", "H", "C", "C", "C", "C", "O", "H", "H", "H", "H", "H", "H", "H", "H", "H", "C", "C", "N", "C", "S", "N", "C", "C", "H", "H", "H", "H", "H", "H", "H", "H", "H", "H", "H", "H"], "positions_angstrom": [[-0.7041, 0.4534, -0.3789], [-3.3351, -4.4577, -7.3619], [-2.9942, -3.5559, -6.2023], [-1.9462, -2.6451, -6.2885], [-1.6317, -1.8174, -5.2201], [-2.3746, -1.8913, -4.0542], [-3.4255, -2.7940, -3.9473], [-3.7263, -3.6208, -5.0191], [-1.9856, -0.8255, -2.6779], [-1.5165, 0.4390, -3.2266], [-3.1910, -0.7744, -1.8822], [-0.7357, -1.4256, -1.9307], [-1.0024, -2.7103, -1.2758], [-1.8319, -2.5962, 0.0179], [-2.2964, -3.6361, 0.4905], [-1.9196, -1.4236, 0.5162], [-2.8071, -4.1511, -8.2650], [-4.4064, -4.4392, -7.5698], [-3.0617, -5.4936, -7.1461], [-1.3677, -2.5828, -7.2040], [-0.8252, -1.0968, -5.2872], [-3.9962, -2.8238, -3.0281], [-4.5465, -4.3264, -4.9380], [-0.0432, -3.1664, -1.0192], [-1.5130, -3.4078, -1.9477], [-3.0011, 2.0949, -0.7713], [-2.2876, 3.4229, -1.6299], [-3.0976, 4.0664, -2.6311], [-3.7640, 4.5745, -3.4226], [-1.0341, 3.8873, -1.3877], [0.0022, 3.2096, -0.1601], [-0.5128, 5.0115, -2.1136], [-0.0682, 5.9251, -2.6602], [0.5642, -0.9950, 1.5116], [0.0778, -1.8703, 1.6575], [0.7694, -0.5689, 2.4130], [1.4428, -1.1629, 1.0363], [-2.4736, 0.4324, 2.6840], [-1.4710, 1.2663, 2.0223], [-2.0295, -0.4786, 2.7541], [-3.1664, 0.2612, 1.9594], [-0.7732, 1.4795, 2.7304], [-1.9336, 2.1410, 1.7910], [3.9008, 1.0736, -1.4479], [2.4834, 0.5320, -1.6729], [2.5990, -0.9101, -2.1871], [1.8005, 1.3946, -2.7383], [1.7579, 0.5378, -0.4625], [4.4703, 1.0445, -2.3810], [4.4320, 0.4793, -0.6996], [3.8631, 2.1097, -1.1028], [3.1092, -0.9513, -3.1554], [1.6023, -1.3392, -2.2942], [3.1663, -1.5115, -1.4678], [2.3669, 1.3727, -3.6750], [1.7254, 2.4261, -2.3914], [0.7914, 1.0303, -2.9523], [5.1693, 0.0147, 2.7886], [3.8135, -0.2164, 2.1318], [3.1931, 1.0337, 1.7151], [2.6230, 1.8310, 2.6478], [2.1401, 1.3715, 4.2227], [2.4324, 3.1021, 2.2644], [3.0934, 3.7517, 1.1400], [4.4866, 4.2410, 1.5251], [5.6751, -0.9333, 2.9879], [5.0372, 0.5441, 3.7336], [5.8021, 0.6206, 2.1360], [3.1751, -0.7796, 2.8162], [3.9433, -0.8116, 1.2248], [2.6364, 0.9048, 0.7496], [1.9086, 3.6712, 2.9076], [2.4586, 4.5694, 0.8113], [3.1502, 3.0534, 0.3121], [4.4347, 4.9585, 2.3476], [4.9673, 4.7268, 0.6730], [5.1072, 3.4003, 1.8430]], "e_above_lowest_kcal_mol": 46.2, "gap_ev": 5.7, "total_charge": -2, "homo_ha": -0.0661, "e_tot_ha": -3306.12207}

# 3
{"formula": "C17H21NO2", "method": "ωB97M-V/def2-TZVPD", "symbols": ["O", "C", "C", "O", "C", "C", "C", "C", "C", "C", "C", "C", "C", "C", "H", "H", "H", "H", "H", "H", "H", "H", "H", "C", "N", "C", "C", "H", "H", "C", "H", "H", "C", "H", "H", "H", "H", "H", "H", "H", "H"], "positions_angstrom": [[-1.1720, -3.0374, 0.3842], [-1.3920, -1.6638, 0.1500], [-0.8799, -1.2266, -1.2449], [0.0292, -0.1540, -1.1988], [1.2970, -0.3564, -0.7305], [2.1351, 0.7361, -0.7724], [3.4664, 0.6502, -0.3339], [4.3430, 1.7566, -0.3720], [5.6342, 1.6393, 0.0578], [6.1133, 0.4131, 0.5475], [5.2900, -0.6762, 0.5985], [3.9521, -0.5890, 0.1615], [3.0712, -1.6869, 0.1997], [1.7775, -1.5837, -0.2306], [1.1293, -2.4428, -0.1677], [3.4333, -2.6303, 0.5832], [5.6519, -1.6229, 0.9745], [7.1377, 0.3405, 0.8827], [6.2990, 2.4905, 0.0245], [3.9714, 2.6985, -0.7497], [1.7541, 1.6705, -1.1556], [-0.4346, -2.0908, -1.7566], [-1.7144, -0.8440, -1.8372], [-2.8767, -1.3177, 0.3362], [-3.1703, 0.0360, -0.0569], [-2.5024, 1.0646, 0.7345], [-3.4131, 2.3019, 0.6701], [-3.7836, 2.5518, 1.6646], [-2.8901, 3.1708, 0.2763], [-4.5705, 1.8742, -0.2376], [-5.5160, 2.3376, 0.0369], [-4.3446, 2.1165, -1.2754], [-4.5840, 0.3617, -0.0652], [-5.0827, -0.1591, -0.8855], [-5.0819, 0.0833, 0.8809], [-1.5185, 1.2552, 0.3015], [-2.3652, 0.7406, 1.7779], [-3.1528, -1.5250, 1.3885], [-3.4704, -1.9832, -0.3033], [-0.7964, -1.1501, 0.9114], [-1.7735, -3.5494, -0.1690]], "e_above_lowest_kcal_mol": 32.3, "gap_ev": 8.5, "smiles": "O[C@@H](COc1ccc2ccccc2c1)CN1CCCC1", "total_charge": 0, "homo_ha": -0.2859, "e_tot_ha": -865.61239}